[1]
C48H63IrN9P as an isolated structure, computed with wB97M-V/def2-TZVPD.

```
122
Properties=species:S:1:pos:R:3:mulliken_charge:R:1
Ir 0.001 0.236 -0.259 0.872
C -2.220 3.266 2.427 -0.800
C -1.285 2.706 1.571 -0.517
N -1.272 1.402 1.322 0.549
C -2.189 0.621 1.918 0.208
C -3.094 1.210 2.810 -0.406
N -3.109 2.503 3.056 -0.545
C -2.201 -0.792 1.550 0.535
C -3.140 -1.696 2.015 -1.163
C -3.193 -2.995 1.512 -0.205
C -2.210 -3.344 0.585 -0.993
C -1.262 -2.418 0.189 0.483
N -1.269 -1.162 0.652 0.905
C -0.208 -2.730 -0.773 -0.468
C 0.247 -4.028 -1.018 -0.492
N 1.237 -4.284 -1.851 -0.542
C 1.804 -3.256 -2.474 -0.690
C 1.387 -1.958 -2.233 -0.316
N 0.393 -1.698 -1.392 -0.057
C -4.270 -3.929 1.880 0.551
C -5.526 -3.463 2.269 -0.545
C -6.527 -4.379 2.563 -0.486
N -6.340 -5.687 2.477 -0.548
C -5.152 -6.147 2.117 -0.461
C -4.087 -5.310 1.816 -0.592
H -2.255 4.326 2.633 0.484
H -0.527 3.307 1.088 0.496
H -3.825 0.619 3.347 0.502
H -3.847 -1.382 2.767 0.930
H -2.222 -4.320 0.123 0.806
H -0.171 -4.881 -0.499 0.530
H 2.616 -3.478 -3.154 0.468
H 1.864 -1.115 -2.716 0.423
H -5.743 -2.404 2.320 0.438
H -7.513 -4.049 2.865 0.389
H -5.048 -7.224 2.058 0.391
H -3.129 -5.739 1.557 0.483
C -3.964 2.927 -5.535 -1.999
C -4.544 2.433 -4.208 1.952
C -5.085 3.639 -3.415 -1.537
C -5.694 1.455 -4.496 -1.654
C -3.500 1.772 -3.332 0.670
C -3.866 1.018 -2.214 -1.204
C -2.904 0.514 -1.369 -0.309
N -1.588 0.673 -1.561 0.351
C -1.216 1.346 -2.667 0.165
C -2.134 1.923 -3.533 -0.709
C 0.231 1.433 -2.897 0.093
C 0.751 1.563 -4.173 -0.984
C 2.130 1.585 -4.393 0.598
C 2.924 1.561 -3.248 -0.710
C 2.342 1.423 -2.004 -0.588
N 1.028 1.311 -1.812 -0.081
C 2.685 1.645 -5.802 1.865
C 4.157 1.228 -5.859 -1.889
C 2.555 3.100 -6.286 -1.593
C 1.876 0.712 -6.720 -1.609
H -4.765 3.351 -6.139 0.445
H -3.516 2.109 -6.101 0.451
H -3.222 3.712 -5.383 0.385
H -5.843 4.155 -4.003 0.435
H -4.283 4.344 -3.193 0.364
H -5.536 3.320 -2.475 0.388
H -6.393 1.914 -5.193 0.473
H -6.252 1.205 -3.595 0.350
H -5.320 0.532 -4.944 0.389
H -4.904 0.830 -1.983 0.432
H -3.218 -0.035 -0.496 0.523
H -1.769 2.510 -4.362 0.623
H 0.068 1.603 -5.008 0.569
H 4.000 1.633 -3.314 0.524
H 2.952 1.389 -1.112 -0.009
H 4.803 1.926 -5.325 0.387
H 4.485 1.215 -6.897 0.457
H 4.302 0.225 -5.452 0.411
H 3.139 3.770 -5.653 0.387
H 1.516 3.432 -6.272 0.344
H 2.927 3.183 -7.307 0.446
H 1.790 -0.284 -6.282 0.334
H 2.380 0.617 -7.680 0.449
H 0.875 1.095 -6.917 0.388
C 3.847 1.434 4.111 -1.665
C 2.635 1.416 3.180 1.911
C 1.352 1.442 4.014 -1.876
C 2.621 2.649 2.269 -1.406
P 2.559 -0.147 2.077 -1.582
N 1.498 0.083 0.950 1.260
C 2.058 -1.686 3.116 2.948
C 2.876 -1.919 4.386 -1.907
C 0.580 -1.530 3.498 -2.517
C 2.179 -2.889 2.175 -2.084
C 4.254 -0.453 1.227 2.823
C 5.258 -1.151 2.146 -1.988
C 4.834 0.892 0.784 -1.707
C 3.992 -1.281 -0.032 -2.105
H 3.778 2.310 4.761 0.497
H 4.790 1.507 3.573 0.280
H 3.885 0.555 4.753 0.297
H 1.265 2.417 4.499 0.696
H 1.356 0.690 4.800 0.187
H 0.476 1.303 3.380 0.342
H 2.266 3.511 2.839 0.511
H 1.941 2.495 1.429 0.011
H 3.607 2.903 1.891 0.293
H 2.728 -1.122 5.114 0.408
H 3.941 -2.027 4.197 0.266
H 2.527 -2.846 4.849 0.511
H 0.456 -1.080 4.481 0.305
H 0.101 -2.513 3.529 0.640
H 0.064 -0.925 2.763 0.567
H 3.211 -3.201 2.027 0.269
H 1.726 -2.660 1.209 0.395
H 1.645 -3.740 2.606 0.643
H 5.358 -0.643 3.104 0.291
H 6.242 -1.142 1.669 0.547
H 5.002 -2.194 2.324 0.351
H 5.217 1.474 1.619 0.286
H 4.094 1.489 0.252 0.071
H 5.672 0.709 0.108 0.625
H 3.743 -2.317 0.186 0.266
H 4.892 -1.282 -0.652 0.642
H 3.174 -0.842 -0.605 0.309
```

Output
Charge ... +2
ΔE to the lowest compared entry with this formula, charge and spin ... 0.508 eV
E ... -2804.9352 Eh
Multiplicity ... 1
HOMO (spin up / spin down) ... -11.673 / -11.672 eV
Lowest unoccupied orbital energy (spin up / spin down) ... -6.4 / -6.4 eV
HOMO-LUMO gap (spin up / spin down) ... 5.3 / 5.3 eV

[2]
C48H63MgN4O7S2Si2 as an isolated structure, computed with wB97M-V/def2-TZVPD.

```
127
Properties=species:S:1:pos:R:3:mulliken_charge:R:1
Mg 0.486 1.212 0.243 2.951
C -7.310 2.089 -0.946 -1.602
C -5.988 1.485 -0.548 1.330
C -4.887 1.562 -1.396 -1.086
C -3.658 1.041 -1.021 0.404
C -3.521 0.432 0.218 -0.727
C -4.611 0.326 1.069 -0.222
C -5.836 0.857 0.685 -0.946
S -1.934 -0.212 0.701 1.042
O -2.244 -1.378 1.495 -0.914
O -1.206 -0.378 -0.553 -0.926
N -1.136 0.908 1.417 0.371
C -1.306 1.490 2.685 -0.276
C -2.202 1.086 3.674 -0.191
C -2.260 1.792 4.873 -1.085
C -1.426 2.880 5.099 -1.067
C -0.499 3.300 4.124 1.590
C 0.400 4.395 4.284 -1.367
C 1.258 4.724 3.212 -0.859
C 1.231 3.986 2.053 -1.296
N 0.409 2.920 1.857 0.657
C -0.446 2.592 2.891 -0.950
H -7.416 2.121 -2.031 0.386
H -7.395 3.114 -0.576 0.253
H -8.145 1.520 -0.534 0.386
H -4.989 2.036 -2.367 0.411
H -2.797 1.110 -1.675 0.075
H -4.496 -0.175 2.021 0.322
H -6.689 0.776 1.350 0.337
H -2.829 0.219 3.507 0.504
H -2.955 1.474 5.643 0.353
H -1.473 3.419 6.041 0.358
H 0.416 4.950 5.215 0.314
H 1.955 5.552 3.294 0.327
H 1.899 4.217 1.230 0.764
C 4.789 -0.100 1.325 -0.803
Si 3.574 1.312 1.614 0.378
C 2.493 0.808 3.062 -0.360
C 4.638 2.769 2.188 -1.224
N 2.568 1.708 0.280 0.531
C 3.033 1.896 -0.979 0.309
C 4.388 2.044 -1.367 -0.359
C 4.777 2.251 -2.682 -1.144
C 3.836 2.345 -3.698 -1.006
C 2.487 2.226 -3.364 -0.951
C 2.117 2.001 -2.061 0.567
O 0.744 1.926 -1.684 0.076
C -0.150 1.645 -2.724 -0.048
C -1.001 2.650 -3.134 -0.379
C -1.881 2.397 -4.181 -0.735
C -1.883 1.158 -4.807 -0.825
C -1.017 0.160 -4.366 -0.579
C -0.148 0.393 -3.313 0.492
H 5.218 -0.447 2.272 0.437
H 5.611 0.181 0.660 0.284
H 4.251 -0.930 0.854 -0.135
H 3.039 0.122 3.720 0.609
H 1.598 0.279 2.715 -0.402
H 2.161 1.668 3.649 0.104
H 4.997 2.593 3.209 0.326
H 4.053 3.693 2.190 0.228
H 5.511 2.915 1.543 0.323
H 5.144 1.984 -0.594 0.095
H 5.833 2.342 -2.913 0.352
H 4.130 2.503 -4.727 0.367
H 1.733 2.308 -4.136 0.492
H -0.991 3.593 -2.605 0.373
H -2.562 3.176 -4.505 0.400
H -2.560 0.965 -5.631 0.370
H -1.019 -0.811 -4.843 0.462
H 0.508 -0.380 -2.920 0.244
C 3.382 -5.525 -2.711 -1.928
C 3.240 -4.111 -2.152 1.961
C 2.902 -3.145 -3.292 -1.333
C 4.531 -3.672 -1.467 -1.418
O 2.226 -4.173 -1.173 -0.031
Si 1.025 -3.067 -0.772 -3.156
S 1.813 -1.210 -0.464 0.528
O -0.106 -3.180 -1.987 1.435
C -1.248 -4.011 -2.132 2.203
C -1.695 -3.864 -3.582 -1.813
C -0.892 -5.475 -1.862 -1.576
C -2.356 -3.538 -1.198 -1.011
O 0.280 -3.820 0.500 1.083
C 0.699 -4.182 1.810 1.936
C 1.625 -3.140 2.431 -1.528
C 1.406 -5.535 1.731 -1.764
C -0.580 -4.288 2.633 -1.579
H 4.154 -5.566 -3.485 0.420
H 2.430 -5.841 -3.145 0.342
H 3.642 -6.222 -1.910 0.297
H 3.651 -3.235 -4.083 0.573
H 2.883 -2.114 -2.931 0.231
H 1.916 -3.378 -3.702 0.081
H 5.358 -3.620 -2.183 0.432
H 4.791 -4.375 -0.671 0.295
H 4.380 -2.683 -1.027 0.108
H -0.885 -4.153 -4.256 0.371
H -1.963 -2.826 -3.777 0.214
H -2.566 -4.495 -3.781 0.353
H -0.071 -5.784 -2.514 0.236
H -1.759 -6.114 -2.050 0.505
H -0.570 -5.599 -0.828 0.027
H -2.565 -2.484 -1.388 -0.143
H -2.043 -3.628 -0.158 0.031
H -3.267 -4.123 -1.358 0.535
H 2.548 -3.040 1.855 0.298
H 1.870 -3.436 3.455 0.606
H 1.143 -2.162 2.444 0.078
H 2.217 -5.480 1.003 0.079
H 0.705 -6.308 1.405 0.372
H 1.811 -5.814 2.708 0.431
H -1.130 -3.348 2.566 0.135
H -0.350 -4.500 3.681 0.371
H -1.213 -5.089 2.240 0.316
O -1.732 3.632 -0.493 -0.204
N -2.116 4.253 0.566 0.038
C -1.470 5.370 0.967 -0.004
C -1.846 6.040 2.111 -0.770
C -2.903 5.576 2.875 -0.302
C -3.550 4.429 2.456 -1.032
C -3.143 3.784 1.305 0.012
H -0.632 5.643 0.347 0.494
H -1.271 6.903 2.414 0.339
H -3.191 6.076 3.789 0.370
H -4.355 3.993 3.031 0.432
H -3.581 2.871 0.933 0.537
```

Output
Charge ... -2
ΔE to the lowest compared entry with this formula, charge and spin ... 0.393 eV
E ... -4188.4158 Eh
Multiplicity ... 2
HOMO (spin up / spin down) ... 0.370 / -1.801 eV
Lowest unoccupied orbital energy (spin up / spin down) ... 3.9 / 3.9 eV
HOMO-LUMO gap (spin up / spin down) ... 3.6 / 5.7 eV